Formula: C35H36Cl3GeN3O3Y
Source: the Open Molecules 2025 dataset
Level of theory: wB97M-V/def2-TZVPD

```
82
Properties=species:S:1:pos:R:3
Y 0.019 -1.628 -1.346
Cl -5.210 -4.682 3.157
C -4.234 -3.897 1.982
C -4.800 -3.519 0.756
C -4.053 -2.879 -0.210
Cl -4.762 -2.419 -1.711
C -2.703 -2.582 0.013
O -1.981 -1.942 -0.874
C -2.127 -2.999 1.246
C -0.754 -2.823 1.512
O 0.135 -2.373 0.729
C -2.912 -3.644 2.229
H -5.844 -3.729 0.562
H -0.414 -3.133 2.505
H -2.470 -3.946 3.170
C 6.568 -2.358 3.479
C 7.388 -1.954 2.248
C 7.893 -3.232 1.557
C 8.612 -1.161 2.729
C 6.541 -1.081 1.254
O 7.368 -0.545 0.223
C 5.865 0.108 1.975
C 5.865 1.417 1.160
C 7.199 2.080 1.074
C 7.860 2.508 2.258
C 9.041 3.180 2.191
C 9.611 3.449 0.913
Cl 11.055 4.279 0.826
C 8.970 3.029 -0.283
C 7.792 2.358 -0.193
C 5.508 -2.007 0.573
N 4.386 -1.369 -0.126
C 3.093 -1.589 0.077
N 2.378 -0.968 -0.862
C 3.342 -0.371 -1.630
N 4.559 -0.598 -1.220
H 7.179 -2.995 4.118
H 5.677 -2.936 3.226
H 6.262 -1.503 4.082
H 8.620 -3.726 2.202
H 8.392 -3.032 0.606
H 7.091 -3.950 1.377
H 9.138 -1.748 3.481
H 8.345 -0.210 3.191
H 9.338 -0.962 1.937
H 8.247 -0.943 0.270
H 6.362 0.287 2.926
H 4.834 -0.141 2.232
H 5.199 2.121 1.672
H 5.479 1.257 0.157
H 7.403 2.320 3.221
H 9.553 3.531 3.077
H 9.433 3.252 -1.234
H 7.287 2.012 -1.085
H 5.048 -2.661 1.310
H 6.023 -2.619 -0.164
H 2.695 -2.192 0.878
H 3.133 0.246 -2.488
Ge 0.292 -4.422 -2.662
C 0.028 -2.820 -3.706
C -1.293 -2.326 -3.717
C -1.551 -0.963 -3.825
C -0.496 -0.058 -3.935
C 0.814 -0.539 -4.057
C 1.078 -1.900 -3.940
C 2.044 -5.018 -2.200
C 2.152 -5.940 -1.151
C 3.398 -6.397 -0.753
C 4.542 -5.937 -1.394
C 4.444 -5.024 -2.438
C 3.202 -4.562 -2.842
H -0.936 -5.305 -2.542
H -2.128 -2.998 -3.559
H -2.572 -0.610 -3.769
H -0.693 1.005 -3.988
H 1.621 0.155 -4.252
H 2.103 -2.239 -3.993
H 1.266 -6.323 -0.659
H 3.475 -7.129 0.039
H 5.512 -6.316 -1.099
H 5.335 -4.700 -2.962
H 3.143 -3.903 -3.697
```

Calculated values
Net charge   +3
ΔE to the lowest compared entry with this formula, charge and spin   17.1 kcal/mol
Strongest force on any atom   0.0094 Eh/bohr
Calculated total energy   -5240.2690 Eh
HOMO level (spin up / spin down)   -0.557 / -0.555 Eh
Orbital gap (spin up / spin down)   5.54 / 4.53 eV


Formula: C35H36F4InN4OPS2
Source: the Open Molecules 2025 dataset
Level of theory: wB97M-V/def2-TZVPD

```
84
Properties=species:S:1:pos:R:3
In -0.209 0.181 0.338
C -3.237 -2.535 2.557
C -2.398 -1.891 1.459
N -1.103 -1.288 1.903
C -0.107 -2.322 2.300
C 0.528 -3.022 1.107
C -1.339 -0.298 2.984
C -2.167 0.894 2.511
N -1.711 1.337 1.188
C -2.061 2.588 0.696
C -1.445 3.073 -0.461
F -0.467 2.290 -1.023
C -1.715 4.286 -1.043
F -1.036 4.634 -2.138
C -2.658 5.124 -0.496
C -3.289 4.683 0.648
F -4.212 5.445 1.224
C -3.009 3.462 1.233
F -3.705 3.119 2.328
H -4.089 -3.028 2.084
H -2.690 -3.296 3.116
H -3.635 -1.803 3.260
H -2.172 -2.633 0.699
H -2.980 -1.099 0.989
H 0.672 -1.814 2.865
H -0.573 -3.046 2.968
H 1.070 -2.307 0.474
H 1.256 -3.757 1.450
H -0.202 -3.548 0.488
H -1.822 -0.761 3.847
H -0.364 0.050 3.299
H -3.229 0.641 2.496
H -2.044 1.669 3.266
H -2.890 6.085 -0.934
S 5.140 2.788 -0.498
C 6.620 3.335 -1.140
C 6.921 2.709 -2.308
C 5.927 1.771 -2.688
C 4.890 1.687 -1.801
C 3.691 0.847 -1.908
C 2.649 0.908 -0.965
N 1.527 0.213 -1.081
C 1.342 -0.591 -2.156
C 2.343 -0.770 -3.107
C 2.113 -1.656 -4.219
C 0.929 -2.277 -4.375
C -0.144 -2.059 -3.440
C -1.416 -2.630 -3.591
C -2.442 -2.335 -2.712
C -2.136 -1.437 -1.678
N -0.925 -0.935 -1.478
C 0.070 -1.225 -2.344
C -3.786 -2.910 -2.824
C -4.228 -3.857 -3.704
C -5.592 -4.203 -3.517
C -6.164 -3.517 -2.492
S -5.062 -2.447 -1.756
C 3.526 -0.042 -2.952
H 7.188 4.092 -0.617
H 7.815 2.915 -2.883
H 5.993 1.187 -3.599
H 2.728 1.543 -0.091
H 2.911 -1.796 -4.940
H 0.753 -2.930 -5.223
H -1.592 -3.291 -4.434
H -2.916 -1.090 -1.015
H -3.606 -4.304 -4.471
H -6.124 -4.928 -4.120
H -7.183 -3.573 -2.135
H 4.311 -0.168 -3.688
C 3.605 2.035 2.562
P 2.096 1.203 3.014
C 2.533 -0.062 4.198
C 1.083 2.414 3.858
O 1.388 0.607 1.805
H 4.123 2.371 3.464
H 3.378 2.901 1.939
H 4.253 1.348 2.015
H 3.088 0.376 5.029
H 3.154 -0.812 3.706
H 1.629 -0.533 4.586
H 1.700 2.992 4.550
H 0.283 1.933 4.422
H 0.651 3.089 3.116
```

Calculated values
Net charge   +2
ΔE to the lowest compared entry with this formula, charge and spin   0.0 kcal/mol
Strongest force on any atom   0.0088 Eh/bohr
Calculated total energy   -3376.5450 Eh
HOMO level   -0.467 Eh
Orbital gap   6.62 eV


Formula: C35H37AsNPScSe4
Source: the Open Molecules 2025 dataset
Level of theory: wB97M-V/def2-TZVPD

```
80
Properties=species:S:1:pos:R:3
Sc 0.150 -0.122 -0.376
Se -2.098 -1.250 0.316
Se -2.153 1.011 0.945
Se -0.537 1.202 2.625
Se 1.426 1.478 1.345
C 4.802 -0.093 1.109
N 4.856 0.172 -0.377
C 5.262 1.590 -0.660
C 3.556 -0.160 -1.111
C 3.052 -1.538 -0.802
C 3.932 -2.614 -0.879
C 3.509 -3.890 -0.530
C 2.193 -4.073 -0.126
C 1.316 -2.990 -0.104
C 1.715 -1.689 -0.435
H 5.809 0.051 1.494
H 4.456 -1.108 1.261
H 4.105 0.612 1.550
H 5.573 -0.438 -0.762
H 4.519 2.237 -0.202
H 5.282 1.730 -1.738
H 6.240 1.761 -0.220
H 3.785 0.007 -2.165
H 2.862 0.607 -0.787
H 4.963 -2.484 -1.212
H 4.196 -4.728 -0.579
H 1.849 -5.061 0.160
H 0.296 -3.175 0.192
C 1.335 0.904 -4.226
C 1.617 -0.543 -4.620
As 2.884 -0.826 -6.097
C 2.325 0.650 -7.226
C 1.634 0.295 -8.382
C 1.132 1.275 -9.236
C 1.334 2.618 -8.946
C 2.037 2.984 -7.801
C 2.526 2.005 -6.945
C 4.485 -0.140 -5.213
C 4.876 -0.781 -4.035
C 6.080 -0.463 -3.414
C 6.911 0.512 -3.958
C 6.541 1.139 -5.138
C 5.342 0.809 -5.769
P 0.150 1.106 -2.838
C -1.339 0.196 -3.329
C -1.300 -1.190 -3.170
C -2.389 -1.980 -3.508
C -3.542 -1.377 -3.990
C -3.603 0.006 -4.131
C -2.506 0.792 -3.803
C -0.247 2.874 -2.863
C -0.302 3.640 -1.701
C -0.620 4.994 -1.771
C -0.878 5.593 -2.995
C -0.818 4.840 -4.162
C -0.504 3.492 -4.095
H 0.892 1.427 -5.066
H 2.245 1.441 -3.953
H 0.699 -1.019 -4.960
H 1.996 -1.150 -3.794
H 1.480 -0.749 -8.623
H 0.595 0.985 -10.131
H 0.952 3.379 -9.616
H 2.206 4.031 -7.577
H 3.071 2.306 -6.060
H 4.265 -1.579 -3.624
H 6.399 -1.007 -2.530
H 7.855 0.757 -3.485
H 7.193 1.882 -5.583
H 5.091 1.291 -6.702
H -0.407 -1.676 -2.787
H -2.344 -3.056 -3.382
H -4.403 -1.984 -4.245
H -4.510 0.473 -4.496
H -2.572 1.868 -3.897
H -0.092 3.205 -0.733
H -0.663 5.577 -0.859
H -1.129 6.647 -3.046
H -1.020 5.300 -5.123
H -0.477 2.924 -5.018
```

Calculated values
Net charge   +1
ΔE to the lowest compared entry with this formula, charge and spin   7.6 kcal/mol
Strongest force on any atom   0.0174 Eh/bohr
Calculated total energy   -14354.1150 Eh
HOMO level   -0.365 Eh
Orbital gap   7.37 eV